CHF3N2O | the ωB97M-V functional and the def2-TZVPD basis

Values from the calculation:
Molar mass ... 114.03 g mol⁻¹
SMILES ... O=CN(F)N(F)F
E_LUMO ... 0.300 eV
Orbital gap ... 11.26 eV
Calculated total energy ... -522.78712 Eh
E_HOMO ... -10.96 eV

CARTESIAN COORDINATES (ANGSTROEM)
C: -1.076532 0.850527 0.087922
N: 0.275124 0.447966 -0.201128
N: 0.445316 -1.121022 -0.607479
O: -1.994169 0.163065 -0.156574
F: 1.332270 0.818138 0.596262
F: 0.461509 -1.623863 0.661829
F: 1.718670 -1.257999 -1.014002
H: -1.162188 1.723189 0.633172

Cartesian forces (eV/Å) of the 2 atoms listed first:
2.3 -2.1 0.8
0.5 -2.1 -2.6

C5H6O3PbS | the ωB97M-V functional and the def2-TZVPD basis

Values from the calculation:
Molar mass ... 353.37 g mol⁻¹
E_LUMO ... -10.077 eV
Orbital gap ... 6.49 eV
Calculated total energy ... -1010.06471 Eh
Charge ... +2
E_HOMO ... -16.56 eV

CARTESIAN COORDINATES (ANGSTROEM)
O: 2.016234 -2.220370 -1.660686
C: 1.335683 -1.497947 -1.115779
Pb: -0.035752 0.041877 -0.043240
C: -0.064552 1.978410 -1.129072
C: 0.823556 0.359065 2.092870
O: -0.055871 2.997295 -1.711138
O: 1.228479 0.510184 3.150127
C: -4.297230 -1.438776 0.019100
S: -2.538409 -1.061259 0.188936
C: -1.969756 -2.005712 1.607702
H: -4.653588 -0.729448 -0.808141
H: -4.664795 -1.217117 1.043671
H: -4.238448 -2.515549 -0.250841
H: -2.083472 -1.391730 2.498531
H: -2.652406 -2.863307 1.583837
H: -0.902927 -2.299566 1.490496

Cartesian forces (eV/Å) of the 2 atoms listed first:
-1.6 1.5 1.2
4.1 -3.8 -3.0

C4H6OS | the ωB97M-V functional and the def2-TZVPD basis

Values from the calculation:
Molar mass ... 102.16 g mol⁻¹
SMILES ... S[C@H]1C=CCO1
E_LUMO ... 0.924 eV
Orbital gap ... 9.85 eV
Calculated total energy ... -629.36795 Eh
E_HOMO ... -8.92 eV

CARTESIAN COORDINATES (ANGSTROEM)
C: 1.147546 -0.727842 -0.335882
C: 0.189823 -1.207034 0.460536
C: 0.957190 0.719628 -0.559064
C: -0.703380 0.010574 0.856259
O: 0.016065 1.121461 0.399172
S: -2.294321 -0.050535 -0.286573
H: 1.955633 -1.222501 -0.831675
H: -0.196537 -2.103090 0.842236
H: 1.861418 1.476250 -0.416918
H: 0.622709 0.720035 -1.552532
H: -1.161393 -0.033430 1.785153
H: -2.394757 1.296482 -0.360711

Cartesian forces (eV/Å) of the 2 atoms listed first:
0.1 -1.0 1.2
-0.8 3.0 0.0

C26H68IN6O9S | the ωB97M-V functional and the def2-TZVPD basis

Values from the calculation:
Molar mass ... 767.83 g mol⁻¹
E_LUMO ... -5.704 eV
Orbital gap ... 4.66 eV
Calculated total energy ... -2732.58689 Eh
Charge ... +1
E_HOMO ... -10.36 eV

CARTESIAN COORDINATES (ANGSTROEM)
C: 4.982498 -1.428449 -0.813759
C: 4.534155 -0.169016 -0.123622
O: 5.220496 0.472717 0.607324
O: 3.239074 0.255404 -0.315337
C: 2.497266 -0.136656 -1.465016
C: 1.066852 0.285452 -1.207142
C: 0.477119 -0.496136 -0.025849
N: -0.886404 -1.123828 -0.344419
I: -2.345332 -0.589561 1.101855
C: -0.858200 -2.604064 -0.435630
S: 0.267372 -3.142177 -1.755607
O: 1.527267 -3.484544 -1.175201
O: 0.125038 -2.160587 -2.792617
H: 5.595750 -1.176936 -1.680565
H: 5.612532 -1.966237 -0.107764
H: 4.174640 -2.078815 -1.135887
H: 2.884368 0.340396 -2.369159
H: 2.538310 -1.216740 -1.617778
H: 1.028346 1.350619 -0.974655
H: 0.480227 0.102301 -2.110447
H: 0.327948 0.165326 0.821235
H: 1.123912 -1.312188 0.300335
H: -1.232187 -0.733162 -1.225184
H: -1.850539 -2.984494 -0.684449
H: -0.533345 -3.025307 0.515040
H: -0.362173 -4.275727 -2.146072
C: 1.992191 4.494061 -2.242425
C: 1.050431 3.805288 -3.224474
C: 0.998905 4.455063 -4.611434
O: 0.269318 5.660096 -4.662916
C: 0.977518 6.826445 -4.281997
N: -0.279173 3.687169 -2.612370
H: 1.547863 5.402686 -1.836157
H: 2.208854 3.837277 -1.398963
H: 2.938289 4.757635 -2.716879
H: 1.428833 2.787337 -3.382224
H: 0.476809 3.771944 -5.287271
H: 2.012220 4.601216 -5.008146
H: 2.022717 6.774960 -4.601901
H: 0.943984 6.996134 -3.203285
H: 0.499842 7.669006 -4.778511
H: -0.875505 3.134562 -3.222216
H: -0.703379 4.611390 -2.616879
C: -8.447101 -0.968880 3.073822
C: -7.855888 -0.136707 1.939884
C: -6.324510 -0.097930 1.924415
O: -5.714632 0.715831 2.910113
C: -5.646918 0.155206 4.211078
N: -8.451916 1.198266 1.969211
H: -8.434501 -0.427829 4.019547
H: -9.490819 -1.193342 2.864595
H: -7.908808 -1.910827 3.200917
H: -8.152382 -0.605467 0.995683
H: -6.001295 0.328513 0.969387
H: -5.918988 -1.120871 1.989000
H: -5.474034 -0.925763 4.167485
H: -6.556317 0.339131 4.785154
H: -4.813402 0.631303 4.726081
H: -8.188145 1.729775 1.145587
H: -8.056766 1.709691 2.753647
C: 10.489055 0.977993 -1.260706
C: 9.246952 1.062732 -0.380884
C: 8.816607 -0.268839 0.240194
O: 8.193479 -1.166645 -0.662985
C: 9.062673 -1.946730 -1.459708
N: 8.164009 1.701110 -1.132715
H: 10.254467 0.564217 -2.242451
H: 10.899356 1.973950 -1.421374
H: 11.262003 0.358460 -0.802344
H: 9.481710 1.719620 0.462894
H: 8.056252 -0.055715 0.994944
H: 9.658430 -0.765311 0.740882
H: 9.966586 -2.222196 -0.907630
H: 9.353888 -1.433802 -2.379684
H: 8.527641 -2.857889 -1.729765
H: 7.377316 1.873284 -0.513400
H: 7.821872 1.035613 -1.820124
C: 6.878217 -4.999553 -3.320865
C: 5.691631 -4.742177 -2.399380
C: 5.181203 -5.982456 -1.657816
O: 4.434685 -6.881032 -2.452633
C: 5.197698 -7.793937 -3.221571
N: 4.631738 -4.075455 -3.163336
H: 6.563620 -5.468832 -4.253427
H: 7.358993 -4.057509 -3.582910
H: 7.619793 -5.643953 -2.845922
H: 6.021673 -4.044761 -1.620864
H: 4.490289 -5.648774 -0.877901
H: 6.009137 -6.507979 -1.163999
H: 6.094852 -8.110395 -2.680971
H: 5.494684 -7.373880 -4.185202
H: 4.571860 -8.666202 -3.402782
H: 3.882152 -3.808485 -2.530820
H: 4.212933 -4.770761 -3.775928
C: -10.150175 1.753837 6.581690
C: -10.121343 2.166076 5.113265
C: -10.592444 3.601730 4.853451
O: -11.988308 3.790897 4.938338
C: -12.504268 3.973619 6.242174
N: -10.850742 1.176638 4.320663
H: -11.162067 1.507816 6.903829
H: -9.540750 0.862392 6.732096
H: -9.766947 2.545141 7.228596
H: -9.074627 2.136141 4.784170
H: -10.328919 3.861945 3.824758
H: -10.073985 4.306249 5.519105
H: -11.809022 4.545050 6.865889
H: -12.724666 3.024330 6.736500
H: -13.432115 4.535386 6.146484
H: -10.711505 1.369316 3.332202
H: -11.843856 1.309765 4.490789

Cartesian forces (eV/Å) of the 2 atoms listed first:
0.0 -0.1 0.1
-0.1 -0.2 -0.2

BF4H4IrO14P4 | the ωB97M-V functional and the def2-TZVPD basis

Values from the calculation:
Molar mass ... 630.94 g mol⁻¹
E_LUMO (alpha / beta) ... 0.071 / -0.817 eV
Spin multiplicity ... 2
Orbital gap (alpha / beta) ... 8.42 / 7.34 eV
Calculated total energy ... -2950.69436 Eh
Charge ... -1
E_HOMO (alpha / beta) ... -8.35 / -8.15 eV

CARTESIAN COORDINATES (ANGSTROEM)
Ir: 0.242274 0.306493 -0.120898
O: -1.314986 -0.065455 3.707900
P: -0.061393 -0.635156 2.945919
O: 1.077297 -0.910569 3.803861
O: 0.152076 0.428328 1.785725
O: -0.566928 -1.952893 2.162688
P: -1.531907 -2.027543 0.884554
O: -2.636946 -0.987292 1.329303
O: -1.964980 -3.374752 0.556267
O: -0.719101 -1.362226 -0.310283
H: -1.963982 0.341278 3.108137
H: -3.154237 -0.532812 0.640399
O: 2.017070 1.127103 -3.895733
P: 1.261049 -0.088394 -3.203415
O: 0.544811 -0.918597 -4.152411
O: 0.481177 0.595793 -2.029018
O: 2.458503 -0.882215 -2.447354
P: 3.038500 -0.581400 -0.990785
O: 3.222421 1.033827 -1.054499
O: 4.271985 -1.287141 -0.681893
O: 1.838469 -0.797630 -0.024382
H: 2.477560 1.669430 -3.240848
H: 4.061698 1.273734 -0.642957
F: -1.385491 1.549342 -0.249063
B: -2.731643 1.966718 0.420071
F: -2.955939 3.225678 -0.018262
F: -2.522803 1.857576 1.774835
F: -3.634547 1.028769 -0.057845

Cartesian forces (eV/Å) of the 2 atoms listed first:
-0.2 -0.1 -0.1
-0.1 0.0 0.1

C18H14F3NO3 | the ωB97M-V functional and the def2-TZVPD basis

Values from the calculation:
Molar mass ... 349.31 g mol⁻¹
SMILES ... O=C(O)C[C@@H](c1ccc(C(F)(F)F)cc1)N1Cc2ccccc2C1=O
E_LUMO ... 0.355 eV
Orbital gap ... 9.55 eV
Calculated total energy ... -1274.47440 Eh
E_HOMO ... -9.19 eV

CARTESIAN COORDINATES (ANGSTROEM)
O: -1.499161 0.539289 3.358127
C: -1.633594 -0.207576 2.430346
O: -1.106294 -1.439508 2.419396
H: -0.608047 -1.597661 3.237506
C: -2.411490 0.111359 1.172922
H: -3.049912 0.964338 1.405253
H: -3.031738 -0.741216 0.900494
C: -1.496211 0.516737 -0.003296
N: -0.880874 -0.606984 -0.679893
C: 0.079491 -0.393487 -1.634185
O: 0.555777 0.684715 -1.917756
C: 0.375275 -1.720829 -2.210326
C: 1.307520 -2.085304 -3.166111
C: 1.367812 -3.418329 -3.538059
C: 0.515098 -4.354257 -2.968038
C: -0.420714 -3.986059 -2.011252
C: -0.481497 -2.658791 -1.638616
C: -1.373182 -1.968131 -0.653987
H: -1.291386 -2.402548 0.346857
H: -2.422293 -2.019301 -0.975034
H: -1.081216 -4.719907 -1.573889
H: 0.580162 -5.387694 -3.274662
H: 2.084857 -3.736369 -4.279900
H: 1.960435 -1.343220 -3.597938
C: -0.436714 1.468129 0.514818
C: -0.662206 2.836237 0.490727
C: 0.269131 3.714423 1.013076
C: 1.438849 3.216816 1.565506
C: 1.678262 1.848600 1.593164
C: 0.739083 0.981583 1.073804
H: 0.931804 -0.080876 1.084671
H: 2.595783 1.473199 2.020267
C: 2.477374 4.133638 2.142747
F: 2.730172 3.863502 3.438999
F: 2.138934 5.428979 2.089444
F: 3.662870 4.026725 1.512469
H: 0.090347 4.778162 0.989848
H: -1.570071 3.223667 0.053446
H: -2.122435 1.057950 -0.730947

Cartesian forces (eV/Å) of the 2 atoms listed first:
-0.1 0.1 0.1
-0.3 0.4 0.4

Number 1 is which compound?
CHF3N2O